Record 1
{
  "formula": "C5H13NO",
  "method": "wB97M-V/def2-TZVPD",
  "homo_lumo_gap_ev": 9.5,
  "smiles": "C=C(C)CCN.O",
  "spin_multiplicity": 1,
  "de_lowest_kcal_mol": 41.60,
  "e_homo_ha": -0.323,
  "molar_mass_g_mol": 103.2,
  "symbols": ["C", "C", "C", "C", "C", "N", "H", "H", "H", "H", "H", "H", "H", "H", "H", "H", "H", "O", "H", "H"],
  "coordinates": [[-1.72406, 1.85721, -0.17831], [-0.91525, 0.81070, -0.31679], [-1.19748, -0.51269, 0.32889], [0.05331, 0.87358, -1.51152], [1.39100, 0.14376, -1.12774], [2.02882, 0.98181, -0.12342], [-2.51302, 2.09105, 0.61303], [-1.55951, 2.73716, -0.81516], [-1.39767, -1.37246, -0.32356], [-2.12225, -0.37871, 0.90393], [-0.36047, -0.82260, 0.96540], [0.32330, 1.88562, -1.75028], [-0.42208, 0.32371, -2.36194], [1.11577, -0.84412, -0.76063], [2.08627, -0.03852, -1.98750], [2.07361, 1.96102, -0.39033], [1.68729, 0.96591, 0.82721], [0.53370, -3.17413, 2.80885], [0.49505, -3.49385, 1.89606], [0.42365, -3.99447, 3.30382]],
  "mulliken_charge": [-1.00, 0.97, -1.18, -0.70, -0.55, -0.58, 0.25, 0.26, 0.29, 0.35, 0.22, 0.36, 0.28, 0.26, 0.27, 0.23, 0.28, -0.62, 0.31, 0.31]
}

=====

Record 2
{
  "formula": "C5H13NO",
  "method": "wB97M-V/def2-TZVPD",
  "homo_lumo_gap_ev": [10.7, 5.1],
  "charge": 1,
  "spin_multiplicity": 2,
  "de_lowest_kcal_mol": 52.55,
  "e_homo_ha": [-0.552, -0.552],
  "molar_mass_g_mol": 103.2,
  "s2": 0.787,
  "symbols": ["C", "C", "H", "H", "H", "H", "H", "H", "C", "C", "C", "O", "N", "H", "H", "H", "H", "H", "H", "H"],
  "coordinates": [[0.93866, 1.04983, 1.30050], [1.72021, 1.63309, 2.49948], [-0.04837, 1.49686, 1.30868], [1.51295, 1.24581, 0.35065], [0.89919, -0.03306, 1.37910], [1.38610, 2.64510, 2.76900], [2.77272, 1.73546, 2.21678], [1.67967, 1.00079, 3.37280], [-0.40790, -1.14111, -0.71342], [-0.55967, -2.38834, -1.59732], [-1.52104, -0.16285, -0.74904], [-2.51817, -0.20883, -0.03822], [-1.50686, 0.79968, -1.75803], [-0.31440, -1.39975, 0.37163], [0.53166, -0.66738, -1.04281], [-0.82930, -3.32126, -1.04510], [0.42206, -2.59650, -2.03899], [-2.15525, 1.59178, -1.74278], [-0.75776, 0.82643, -2.44434], [-1.24452, -2.10577, -2.39857]],
  "mulliken_charge": [-0.52, -1.04, 0.26, 0.25, 0.16, 0.29, 0.29, 0.31, -0.22, -1.03, 0.44, -0.31, -0.05, 0.26, 0.33, 0.31, 0.32, 0.32, 0.32, 0.32]
}

=====

Record 3
{
  "formula": "C5H13NO2",
  "method": "wB97M-V/def2-TZVPD",
  "homo_lumo_gap_ev": [3.5, 7.7],
  "charge": -1,
  "spin_multiplicity": 2,
  "de_lowest_kcal_mol": 63.71,
  "e_homo_ha": [0.018, -0.139],
  "molar_mass_g_mol": 119.2,
  "s2": 0.754,
  "symbols": ["O", "C", "C", "C", "C", "C", "N", "H", "H", "H", "H", "H", "H", "H", "H", "H", "H", "H", "H", "H", "O"],
  "coordinates": [[0.85849, 0.35364, 2.09207], [-0.34075, 0.48132, 1.85681], [-1.21793, -0.38640, 1.09206], [-1.42120, 0.24906, -0.28577], [-0.12369, 0.35869, -1.09181], [0.90376, -1.88784, -1.41873], [0.09498, -0.78414, -2.00247], [-0.90267, 1.53980, 2.15938], [-0.75852, -1.42023, 0.81142], [-2.18231, -0.55667, 1.54667], [-1.73421, 1.19141, -0.14248], [-2.32384, -0.28283, -0.71114], [-0.06258, 1.37121, -1.57628], [0.78243, 0.29823, -0.37591], [0.96514, -2.66316, -2.21172], [1.98868, -1.55657, -1.26136], [0.48904, -2.29151, -0.38049], [-0.82956, -1.06283, -2.35153], [1.63759, 2.28313, 2.12788], [2.27284, 2.06758, 0.81130], [1.90431, 2.69811, 1.31211]],
  "mulliken_charge": [-0.64, -0.41, -0.19, -1.15, -0.36, -0.59, -0.41, 0.04, 0.06, 0.30, 0.45, 0.44, 0.27, 0.16, 0.36, 0.20, 0.17, 0.32, 0.33, 0.27, -0.63]
}

=====

Record 4
{
  "formula": "C5H13NO2",
  "method": "wB97M-V/def2-TZVPD",
  "homo_lumo_gap_ev": 10.1,
  "smiles": "CC(C)[C@H](N)C=O.O",
  "spin_multiplicity": 1,
  "de_lowest_kcal_mol": 34.62,
  "e_homo_ha": -0.342,
  "molar_mass_g_mol": 119.2,
  "symbols": ["C", "C", "C", "C", "N", "C", "O", "H", "H", "H", "H", "H", "H", "H", "H", "H", "H", "H", "O", "H", "H"],
  "coordinates": [[1.32802, -0.67655, -1.64577], [0.54511, -0.27050, -0.41591], [1.28289, -0.64141, 0.89023], [0.15515, 1.25886, -0.51511], [1.28414, 2.16725, -0.71645], [-0.61376, 1.66010, 0.75738], [-1.51611, 0.97126, 1.15218], [0.91805, -0.17164, -2.52167], [2.36963, -0.36384, -1.56295], [1.27758, -1.76050, -1.75303], [-0.45970, -0.69080, -0.32717], [2.23706, -0.10201, 0.88286], [1.50344, -1.70514, 0.82582], [0.73717, -0.38229, 1.78956], [-0.51180, 1.28289, -1.37458], [1.49550, 2.26033, -1.70451], [2.11407, 1.84750, -0.21206], [-0.28120, 2.60883, 1.21862], [-4.93284, -2.23794, 1.86361], [-4.43107, -2.07085, 1.08201], [-4.50134, -2.98354, 2.28694]],
  "mulliken_charge": [-1.47, 0.32, -1.31, -0.02, -0.67, -0.25, -0.47, 0.38, 0.29, 0.41, 0.36, 0.30, 0.37, 0.38, 0.47, 0.29, 0.26, 0.36, -0.63, 0.31, 0.32]
}

=====

Record 5
{
  "formula": "C5H13NO2",
  "method": "wB97M-V/def2-TZVPD",
  "homo_lumo_gap_ev": 10.3,
  "smiles": "C1COCO1.CCN",
  "spin_multiplicity": 1,
  "de_lowest_kcal_mol": 47.01,
  "e_homo_ha": -0.342,
  "molar_mass_g_mol": 119.2,
  "symbols": ["C", "C", "O", "C", "O", "H", "H", "H", "H", "H", "H", "C", "C", "N", "H", "H", "H", "H", "H", "H", "H"],
  "coordinates": [[1.86204, 0.13786, 1.80588], [2.70465, 0.47827, 0.59667], [2.17639, -0.40379, -0.39243], [1.74300, -1.56268, 0.29830], [1.72726, -1.27737, 1.68619], [2.32830, 0.36605, 2.78362], [0.87628, 0.64079, 1.77754], [3.78019, 0.28644, 0.77516], [2.60442, 1.51833, 0.23105], [0.73997, -1.83959, -0.07942], [2.41691, -2.42396, 0.12656], [-2.84431, -0.37889, -1.45190], [-2.37484, 0.53414, -0.31842], [-1.37834, 1.53846, -0.69400], [-3.30085, 0.22024, -2.25763], [-3.59120, -1.10320, -1.08565], [-1.98896, -0.93627, -1.86941], [-3.24498, 1.07323, 0.10313], [-1.93579, -0.08088, 0.49055], [-1.75053, 2.13575, -1.44059], [-0.54962, 1.07709, -1.08521]],
  "mulliken_charge": [-0.27, -0.32, -0.37, -0.11, -0.37, 0.29, 0.21, 0.26, 0.29, 0.18, 0.22, -0.97, -0.34, -0.56, 0.30, 0.31, 0.26, 0.32, 0.25, 0.24, 0.21]
}

=====

Record 6
{
  "formula": "C5H13NO2",
  "method": "wB97M-V/def2-TZVPD",
  "homo_lumo_gap_ev": 6.3,
  "spin_multiplicity": 1,
  "de_lowest_kcal_mol": 246.80,
  "e_homo_ha": -0.328,
  "molar_mass_g_mol": 119.2,
  "symbols": ["C", "C", "C", "C", "C", "O", "N", "H", "H", "H", "H", "H", "H", "H", "H", "H", "H", "H", "H", "H", "O"],
  "coordinates": [[-0.69824, -2.03541, 0.13231], [0.24737, -0.82569, 0.37710], [0.14985, 0.23730, -0.68124], [-1.19530, 0.87021, -0.91578], [-2.06371, 1.22518, 0.20357], [-2.21987, 0.64890, 1.29710], [1.56302, -1.12524, 0.84480], [-0.21908, -2.68822, -0.58214], [-1.57593, -1.64209, -0.41643], [-1.01379, -2.50800, 1.04714], [-0.36184, -0.41170, 1.19913], [0.80060, 1.27285, -0.16307], [0.76758, -0.01982, -1.52747], [-1.11729, 1.96033, 0.12420], [-1.43095, 1.52937, -1.73434], [-3.01486, 1.70704, -0.04831], [1.81310, -0.40129, 1.51675], [1.25155, 1.46866, 0.49890], [3.57482, 0.72110, -0.60590], [2.13929, -0.74502, 0.04999], [2.60368, 0.76154, -0.61631]],
  "mulliken_charge": [-1.32, 0.14, -0.17, -0.62, -0.01, -0.57, -0.74, 0.42, 0.32, 0.29, 0.32, -0.35, 0.44, 0.21, 0.40, 0.46, 0.31, 0.58, 0.17, 0.50, -0.79]
}